Entry from the OMol25 dataset: an isolated molecule of C5H10N2O2 (ωB97M-V with the def2-TZVPD basis set).

The geometry in ORCA input format:
```
! wB97M-V def2-TZVPD RIJCOSX def2/J DEFGRID3
* xyz 0 1
O -2.77875 -0.19384 -0.23229
O 3.62026 -0.39052 -0.47553
N 1.59093 0.12337 -0.20422
N 2.80034 0.36911 0.07008
C -0.75114 1.22337 -0.25487
C 0.66594 1.33396 0.24757
C 0.82079 -1.04544 0.39302
C -0.57963 -1.30270 -0.25134
C -1.39415 -0.00564 0.21252
H -2.63898 -0.29657 -1.05502
H 1.36920 -1.80951 0.11011
H 0.54674 1.26581 1.35624
H 0.85892 -1.19568 1.71603
H -1.39421 -0.21373 1.36335
H -1.48085 2.27592 0.11735
H -0.63438 -1.31873 -1.40929
H -0.90358 -2.24600 0.15052
H 1.23199 2.10505 -0.34505
H -0.94944 1.32177 -1.50919
*
```

Results
LUMO level   0.038 eV
Frontier orbital gap   0.34391 Eh
Relative energy (zero: lowest compared OMol25 entry of this formula, charge and spin)   771.5 kJ/mol
SMILES   O=NN1CCC(O)CC1

What are the Mulliken partial charges on each atom? They are as follows, in elementary charge units: number 1, O, carries -0.48; number 2, O, carries -0.43; number 3, N, carries 0.49; number 4, N, carries -0.53; number 5, C, carries -0.34; number 6, C, carries -0.51; number 7, C, carries -0.68; number 8, C, carries -0.62; number 9, C, carries -0.17; number 10, H, carries 0.31; number 11, H, carries 0.54; number 12, H, carries 0.35; number 13, H, carries 0.24; number 14, H, carries 0.28; number 15, H, carries 0.23; number 16, H, carries 0.35; number 17, H, carries 0.32; number 18, H, carries 0.35; number 19, H, carries 0.29

Entry from the OMol25 dataset: a cluster of 16 separate species, C64H102ClN15O5 in total (ωB97M-V with the def2-TZVPD basis set).

The geometry in ORCA input format:
```
! wB97M-V def2-TZVPD RIJCOSX def2/J DEFGRID3
* xyz 1 2
Cl 5.46804 4.66908 27.57741
O 4.64996 5.80837 27.73573
O 6.20302 4.43929 28.71632
O 3.26324 8.18628 21.05337
O 4.57731 3.57232 27.35080
O 6.30221 4.78903 26.46905
N 6.39764 11.87895 25.47713
N -2.67066 3.90858 29.58557
N -0.74641 14.54592 20.40472
N -2.99074 4.97625 26.82933
N 2.51482 11.09256 30.41652
N -1.01750 0.10649 24.39559
N 4.24315 7.82721 16.65258
N 6.10563 10.60476 16.66339
N 7.93569 6.57382 22.51822
N 11.98878 11.84977 20.35880
N 1.64981 11.73324 24.09683
N 4.46125 14.13719 24.17066
N -2.17792 10.13459 15.53365
N 3.51794 7.79241 24.10569
N 0.17367 9.16201 26.39454
C 3.37454 6.24413 24.24748
C -1.74688 5.36201 24.97790
C 7.71769 5.76556 21.72962
C -2.38235 4.39426 25.71331
C -0.39931 9.75014 27.17755
C 3.71481 8.42957 25.48116
C -2.37883 9.85439 28.84606
C 11.47990 11.79559 21.38289
C 5.89441 10.94261 27.47739
C 7.32303 10.91311 25.84526
C 10.82484 11.85952 22.63306
C -2.10069 11.21394 16.38421
C 6.03016 4.69429 20.23688
C 1.77465 10.16687 31.10821
C -0.48552 9.79555 16.88125
C 4.44323 13.29351 23.09679
C 0.54296 11.82257 24.13046
C 5.59397 13.41519 22.37337
C -1.71385 4.52180 29.66519
C 4.00783 5.55534 17.06632
C 6.99586 10.25858 27.07259
C 0.31564 1.50735 25.42902
C 6.67990 9.84850 18.68671
C 2.09353 8.02457 21.86643
C -2.75523 6.31074 26.75343
C -1.18671 10.54843 28.13499
C 5.07763 4.23619 21.28459
C 5.63169 14.85219 24.13835
C 6.33820 14.42937 23.00620
C 5.07282 10.92516 17.54472
C -1.22372 9.27771 15.82381
C 3.22175 7.87247 19.66745
C 0.22933 14.32484 19.81541
C -1.00225 -0.25191 25.73257
C -0.93166 11.93867 24.02244
C -1.97092 8.95125 29.98421
C 4.90629 8.03975 23.36166
C 0.33481 5.39967 28.51421
C 8.61075 11.12874 21.47878
C -0.39677 1.22951 24.28468
C 2.73712 6.01784 16.67469
C 2.34366 12.95800 19.76771
C -1.10261 11.00580 17.24629
C -0.06890 0.59781 26.39005
C 0.72020 4.03177 27.96346
C 7.47789 4.79394 20.66561
C 2.93058 7.47751 16.52406
C -1.34950 14.39002 24.54431
C -1.61629 12.99376 25.00876
C 2.82675 10.48744 29.22524
C 4.89713 6.63891 16.93273
C 9.31262 12.10274 22.51113
C -1.97556 6.54334 25.64998
C 1.66591 9.02903 30.42464
C 5.22050 9.51074 23.13050
C 2.28421 9.19427 29.20762
C 1.49993 14.00289 19.08791
C 2.02700 5.79830 24.92916
C 2.31633 8.44833 23.35580
C 7.06700 9.96678 17.38412
C 1.61823 11.63335 20.18458
C -0.48350 5.29587 29.79576
C 5.54428 11.93519 26.53955
C 5.42112 10.39175 18.79928
H -0.32825 1.65022 23.29236
H 4.77015 12.68728 26.57807
H 5.28764 10.03849 24.08185
H 1.81353 6.14544 25.94011
H 2.09564 4.71047 24.92515
H 2.36422 8.44415 28.43476
H 6.12768 10.73161 15.66163
H 0.57025 11.47368 19.93093
H 4.74292 7.41102 22.48638
H 1.17397 3.35698 28.68931
H -3.05250 10.62083 29.22925
H 4.58628 10.18103 22.55034
H -2.77091 8.26031 30.25016
H 1.30063 10.38282 32.05429
H 4.68127 8.15382 25.90306
H -1.20833 10.91496 24.27458
H 5.21009 3.16997 21.46829
H -3.02046 6.94803 27.58404
H 3.68485 14.29542 24.79698
H 2.99729 8.18101 26.26314
H 2.55579 8.54113 19.12203
H 3.68276 9.51481 25.38452
H 1.45942 8.28723 24.00990
H 5.77856 15.61971 24.88383
H 6.05277 4.11002 19.31697
H 3.58645 12.65884 22.92497
H 1.00378 2.33281 25.53612
H 7.28365 14.84020 22.68411
H -1.15970 12.95166 25.99763
H 5.38921 10.60088 28.36867
H -0.10435 3.53968 27.44766
H 2.58349 9.50288 23.28759
H 2.15877 14.85082 18.90069
H 0.34412 9.33383 17.39595
H 0.34715 0.56345 27.38611
H -3.53603 4.48329 27.52197
H 4.05517 4.29648 20.91171
H -1.78784 9.50231 30.90666
H 8.00314 9.73866 16.89626
H 7.67147 3.82314 21.12185
H 0.09092 4.76035 30.55165
H -0.69980 6.29173 30.18251
H 3.55465 5.72408 23.30663
H 1.22617 6.13065 24.26862
H 4.19483 11.50632 17.30431
H 1.10064 13.70363 18.11884
H -0.41313 10.94105 28.79493
H 6.43802 12.43840 24.63720
H -0.35556 14.67369 24.89029
H -1.54526 -1.14051 26.01881
H 7.11370 9.34101 19.53564
H -1.99296 15.16924 24.95281
H 5.90128 12.88820 21.48217
H 3.33614 11.08338 28.48242
H 2.69752 12.07031 30.59176
H 1.40640 8.71653 21.37945
H 3.26851 12.79780 19.21356
H 5.24754 4.72452 22.24416
H 8.89976 12.05911 23.51897
H -1.09739 8.37442 29.68041
H -1.12177 12.01449 22.95183
H -1.60567 -0.28077 23.67157
H 1.43997 4.17249 27.15710
H 2.19036 8.20028 16.21409
H 1.62803 7.05535 21.68745
H 4.24967 7.82426 19.30805
H 4.73983 8.70239 16.56621
H -0.08607 6.04371 27.74208
H 4.82213 10.48668 19.69292
H -1.21316 5.24049 24.04689
H -2.80173 12.03549 16.38262
H 9.02354 11.16219 20.47052
H 1.82752 5.43810 16.62071
H 1.14313 8.16801 30.81420
H -2.48100 3.32563 25.59202
H 8.18169 10.74137 25.21313
H 1.20586 6.01099 28.75010
H 4.20576 4.50094 17.19067
H -2.86160 10.09544 14.79125
H 4.16885 5.92448 24.92202
H 2.18206 10.79878 19.76782
H 7.55117 11.35373 21.35724
H 1.69748 11.44223 21.25477
H -2.65643 12.70323 25.15641
H 10.98723 10.93456 23.18639
H 9.25653 13.10684 22.09072
H 5.57296 5.63164 19.91994
H 6.20104 9.65415 22.67655
H 5.64579 7.53208 23.98094
H 2.74129 6.91621 19.46052
H -0.81646 11.71024 18.01329
H 7.49644 9.45906 27.59852
H -1.19389 8.43750 15.14591
H -1.69250 11.43353 27.74917
H -2.99946 9.29301 28.14765
H 2.58958 13.36526 20.74841
H 8.68652 10.12110 21.88745
H 11.35405 12.65527 23.15728
H 8.10378 4.92307 19.78261
H 5.96457 6.63884 17.09698
H -1.63564 7.50050 25.28295
H -1.41188 14.54933 23.46782
*
```

Results
LUMO level (alpha / beta)   -3.767 / -7.479 eV
Frontier orbital gap (alpha / beta)   0.19123 / 0.05482 Eh

Here are the Mulliken charges for atoms 1 to 99, given in e: number 1, Cl, carries 1.79; number 2, O, carries -0.58; number 3, O, carries -0.70; number 4, O, carries 0.34; number 5, O, carries -0.74; number 6, O, carries -0.71; number 7, N, carries 0.41; number 8, N, carries -0.63; number 9, N, carries -0.52; number 10, N, carries 0.16; number 11, N, carries 0.07; number 12, N, carries 0.04; number 13, N, carries 0.18; number 14, N, carries 0.06; number 15, N, carries -0.46; number 16, N, carries -0.47; number 17, N, carries -0.19; number 18, N, carries 0.15; number 19, N, carries 0.04; number 20, N, carries 0.86; number 21, N, carries 0.00; number 22, C, carries -0.27; number 23, C, carries -0.61; number 24, C, carries 0.31; number 25, C, carries -0.90; number 26, C, carries 0.02; number 27, C, carries -0.39; number 28, C, carries -0.87; number 29, C, carries 0.17; number 30, C, carries -0.46; number 31, C, carries -0.60; number 32, C, carries -0.57; number 33, C, carries -0.87; number 34, C, carries 0.68; number 35, C, carries -0.84; number 36, C, carries 0.26; number 37, C, carries -0.20; number 38, C, carries -0.13; number 39, C, carries -0.17; number 40, C, carries 0.16; number 41, C, carries -0.26; number 42, C, carries -1.00; number 43, C, carries 0.31; number 44, C, carries -0.94; number 45, C, carries -1.59; number 46, C, carries -1.23; number 47, C, carries -0.04; number 48, C, carries -1.39; number 49, C, carries -0.64; number 50, C, carries -1.05; number 51, C, carries -1.97; number 52, C, carries -0.77; number 53, C, carries -0.59; number 54, C, carries 0.19; number 55, C, carries -0.73; number 56, C, carries -0.28; number 57, C, carries -0.59; number 58, C, carries -0.34; number 59, C, carries 0.85; number 60, C, carries -0.61; number 61, C, carries -0.78; number 62, C, carries -0.64; number 63, C, carries -0.09; number 64, C, carries -0.24; number 65, C, carries -0.61; number 66, C, carries -0.94; number 67, C, carries -0.63; number 68, C, carries -0.44; number 69, C, carries -1.29; number 70, C, carries -0.21; number 71, C, carries -1.67; number 72, C, carries -0.33; number 73, C, carries -0.08; number 74, C, carries 0.17; number 75, C, carries -0.71; number 76, C, carries 0.02; number 77, C, carries 0.77; number 78, C, carries -0.80; number 79, C, carries -0.16; number 80, C, carries 0.31; number 81, C, carries -1.13; number 82, C, carries 0.42; number 83, C, carries -0.31; number 84, C, carries -0.25; number 85, C, carries 1.22; number 86, H, carries 0.40; number 87, H, carries 0.42; number 88, H, carries -0.43; number 89, H, carries -0.27; number 90, H, carries 0.16; number 91, H, carries 0.52; number 92, H, carries 0.20; number 93, H, carries 0.45; number 94, H, carries -0.20; number 95, H, carries 0.45; number 96, H, carries 0.45; number 97, H, carries -0.30; number 98, H, carries 0.38; number 99, H, carries 0.40

Entry from the OMol25 dataset: a cluster of 3 separate species, C4H14N2O4 in total (ωB97M-V with the def2-TZVPD basis set).

The geometry in ORCA input format:
```
! wB97M-V def2-TZVPD RIJCOSX def2/J DEFGRID3
* xyz 0 1
O 0.08387 -1.43226 3.63219
O -2.01673 -3.14320 1.03079
O -1.18186 1.99699 0.17499
O -1.15963 -1.51229 -1.22051
N 1.35056 1.02330 -0.67326
N 0.00154 -1.03322 0.66193
C 0.09506 0.50708 -1.22642
C -0.41202 -0.77801 -0.58918
C 2.33273 1.65028 -1.55023
C -0.96649 1.60223 -1.15908
H -0.34946 -1.82999 1.16797
H 3.15826 0.97123 -1.76632
H 0.56033 -0.35342 1.14197
H -0.68883 -1.05417 4.06950
H -1.90398 1.13504 -1.47080
H -0.08109 -2.37771 3.74427
H -2.78017 -2.56206 1.09752
H -1.75784 -3.02998 0.11737
H -0.63765 2.43034 -1.78940
H 1.85005 0.42336 -0.05887
H -0.40943 2.47614 0.49206
H 0.32106 0.26399 -2.26783
H 2.72057 2.57630 -1.10577
H 1.87114 2.05002 -2.45288
*
```

Results
LUMO level   0.622 eV
Frontier orbital gap   0.35191 Eh
Relative energy (zero: lowest compared OMol25 entry of this formula, charge and spin)   49.9 kJ/mol
SMILES   CN[C@H](CO)C(N)=O.O.O

What are the Mulliken partial charges on each atom? They are as follows, in elementary charge units: number 1, O, carries -0.65; number 2, O, carries -0.69; number 3, O, carries -0.56; number 4, O, carries -0.72; number 5, N, carries -0.37; number 6, N, carries -0.26; number 7, C, carries 0.44; number 8, C, carries 0.29; number 9, C, carries -1.05; number 10, C, carries -0.72; number 11, H, carries 0.25; number 12, H, carries 0.33; number 13, H, carries 0.18; number 14, H, carries 0.31; number 15, H, carries 0.41; number 16, H, carries 0.33; number 17, H, carries 0.32; number 18, H, carries 0.35; number 19, H, carries 0.32; number 20, H, carries 0.15; number 21, H, carries 0.33; number 22, H, carries 0.37; number 23, H, carries 0.32; number 24, H, carries 0.36

Entry from the OMol25 dataset: a cluster of 2 separate species, C2H7NO2Si in total (ωB97M-V with the def2-TZVPD basis set).

The geometry in ORCA input format:
```
! wB97M-V def2-TZVPD RIJCOSX def2/J DEFGRID3
* xyz 0 1
Si -0.40766 1.47259 0.15410
O 2.80930 -0.78511 0.16368
O 2.46385 1.34718 0.01575
N 2.10312 0.17223 -0.00277
C 0.70762 0.00961 -0.25115
C 0.30403 -1.33215 0.17154
H 0.15407 -1.41869 1.22579
H -1.15209 0.88436 1.27280
H -0.14577 2.80912 0.47937
H -1.65264 1.58284 -0.86375
H -0.60541 -1.69031 -0.26255
H 1.05555 -2.07391 -0.16891
H 1.27565 -0.28737 -1.75286
*
```

Results
LUMO level   -0.756 eV
Frontier orbital gap   0.37413 Eh
Relative energy (zero: lowest compared OMol25 entry of this formula, charge and spin)   767.4 kJ/mol

What are the Mulliken partial charges on each atom? They are as follows, in elementary charge units: number 1, Si, carries 0.35; number 2, O, carries -0.54; number 3, O, carries -0.58; number 4, N, carries 0.84; number 5, C, carries 0.13; number 6, C, carries -1.34; number 7, H, carries 0.39; number 8, H, carries -0.12; number 9, H, carries -0.13; number 10, H, carries -0.08; number 11, H, carries 0.41; number 12, H, carries 0.37; number 13, H, carries 0.32